[1]
# C18H27ClMnNO4P2

C18H27ClMnNO4P2 as an isolated structure in a non-equilibrium geometry (the ωB97M-V functional and the def2-TZVPD basis, the Open Molecules 2025 dataset).

Summary:
Kohn-Sham gap (spin up / spin down) ... 6.26 / 5.67 eV
<S²> ... 8.775
HOMO level (spin up / spin down) ... -9.390 / -9.361 eV
Energy above the lowest of the compared OMol25 structures with the same formula, charge and spin ... 137.3 kJ/mol

The geometry in ORCA input format:
```
! RIJCOSX wB97M-V def2-TZVPD def2/J DEFGRID3
* xyz 1 6
Mn -0.718 0.045 0.303
P -0.735 0.832 2.594
C -2.484 1.063 2.606
C -3.182 1.241 1.384
N -2.488 1.077 0.182
C -3.042 1.350 -1.012
C -4.314 1.914 -1.084
C -5.089 1.988 0.073
C -4.551 1.573 1.277
C -2.234 1.048 -2.280
P -1.023 -0.334 -2.245
H -5.141 1.510 2.182
H -4.694 2.213 -2.055
H -6.112 2.344 0.007
H -2.956 0.828 -3.078
H -1.660 1.951 -2.549
H -2.383 -3.730 1.186
H -3.045 0.866 3.500
H 0.367 -6.388 -1.068
O -2.389 -2.796 1.115
H -2.959 -2.627 0.374
H 0.755 -1.052 0.201
O 0.019 -5.675 -1.564
H 0.103 -4.904 -0.961
C -1.855 -1.701 -3.152
H -1.894 -1.545 -4.243
H -1.303 -2.636 -2.971
H -2.877 -1.835 -2.776
C 0.292 0.128 -3.452
H 1.109 -0.606 -3.360
H -0.046 0.122 -4.503
H 0.701 1.118 -3.211
C -0.095 2.534 2.783
H 0.063 2.768 3.846
H 0.845 2.645 2.221
H -0.859 3.205 2.367
C -0.050 -0.265 3.897
H 1.029 -0.404 3.713
H -0.185 0.141 4.908
H -0.527 -1.255 3.839
Cl 8.223 0.568 0.566
C 6.550 0.382 0.316
C 5.753 1.522 0.195
C 4.386 1.391 -0.033
C 3.785 0.135 -0.142
C 4.578 -1.021 0.008
C 5.960 -0.885 0.226
C 2.307 0.114 -0.189
O 1.593 1.136 -0.286
O 1.773 -1.128 -0.132
H 6.182 2.513 0.279
H 3.771 2.285 -0.103
H 4.132 -2.020 -0.040
H 6.618 -1.741 0.337
*
```

natural (NBO) atomic charge list, values in e, 5 entries: Mn 1.25; P 0.81; C -0.81; C 0.23; N -0.74

=====

[2]
# C2H4CoO

C2H4CoO as an isolated structure in a non-equilibrium geometry (the ωB97M-V functional and the def2-TZVPD basis, the Open Molecules 2025 dataset).

Summary:
Kohn-Sham gap (spin up / spin down) ... 4.27 / 6.48 eV
<S²> ... 6.016
HOMO level (spin up / spin down) ... -10.965 / -14.475 eV
Energy above the lowest of the compared OMol25 structures with the same formula, charge and spin ... 169.2 kJ/mol

The geometry in ORCA input format:
```
! RIJCOSX wB97M-V def2-TZVPD def2/J DEFGRID3
* xyz 1 5
O 0.121 0.341 0.434
Co -1.319 0.689 -0.766
C 1.202 -0.206 0.511
C 1.714 -1.393 -0.143
H 0.989 -2.215 -0.050
H 1.974 -1.213 -1.190
H 1.831 -0.371 1.592
H 2.471 -1.665 0.817
*
```

natural (NBO) atomic charge list, values in e, 5 entries: O -0.63; Co 1.18; C 0.14; C -0.68; H 0.23

=====

[3]
# C2H9O3

A 3-piece molecular cluster, C2H9O3 overall in a non-equilibrium geometry (the ωB97M-V functional and the def2-TZVPD basis, the Open Molecules 2025 dataset).

Summary:
Kohn-Sham gap ... 8.34 eV
HOMO level ... -4.056 eV
Energy above the lowest of the compared OMol25 structures with the same formula, charge and spin ... 24.3 kJ/mol

The geometry in ORCA input format:
```
! RIJCOSX wB97M-V def2-TZVPD def2/J DEFGRID3
* xyz -1 1
C -0.900 -1.445 0.988
O -0.019 -0.735 1.848
C -1.367 -0.614 -0.196
H -0.441 -2.398 0.695
H -1.763 -1.682 1.634
H -0.522 -0.252 -0.776
H -2.001 -1.229 -0.850
H -1.952 0.251 0.111
H 1.621 1.550 -1.158
H 1.797 2.079 -2.677
O 2.291 1.664 -1.951
H 1.828 1.616 0.689
H 0.348 0.063 1.331
O 1.079 1.133 0.312
*
```

natural (NBO) atomic charge list, values in e, 5 entries: C -0.04; O -0.80; C -0.64; H 0.13; H 0.13

=====

[4]
# C17H27N2O14P

A 3-piece molecular cluster, C17H27N2O14P overall (the ωB97M-V functional and the def2-TZVPD basis, the Open Molecules 2025 dataset).

Summary:
Kohn-Sham gap ... 10.01 eV
HOMO level ... -9.670 eV

The geometry in ORCA input format:
```
! RIJCOSX wB97M-V def2-TZVPD def2/J DEFGRID3
* xyz 0 1
C -0.211 2.651 -3.440
C -1.424 2.413 -2.544
O -1.378 1.121 -1.913
C -0.647 1.075 -0.779
O -1.457 1.435 0.362
C -0.962 0.856 1.466
O -1.307 1.147 2.570
C 0.093 -0.211 1.081
O -0.127 -1.476 1.674
C -0.153 -1.622 3.116
C -1.227 -2.630 3.468
P 1.795 0.367 1.582
N 1.901 1.212 2.857
O 2.362 1.093 0.277
O 2.606 -1.008 1.615
C -0.175 -0.344 -0.452
O -1.275 -1.282 -0.542
C -1.745 -1.546 -1.714
N -2.208 -1.930 -2.697
O 0.826 -0.659 -1.314
C 1.335 -2.002 -1.361
C 2.191 -2.123 -2.609
H 0.310 1.704 -3.586
H 0.491 3.367 -3.015
H -0.519 3.004 -4.423
H -2.350 2.409 -3.113
H -1.518 3.177 -1.770
H 0.238 1.721 -0.796
H -0.345 -0.666 3.589
H 0.836 -1.960 3.440
H -2.084 -2.489 2.810
H -0.878 -3.655 3.349
H -1.555 -2.485 4.496
H 1.042 1.439 3.339
H 3.170 1.582 0.504
H 2.038 -1.783 1.515
H 1.930 -2.200 -0.468
H 0.505 -2.707 -1.379
H 2.487 -1.127 -2.937
H 3.094 -2.695 -2.407
H 1.642 -2.595 -3.422
C 5.101 4.855 2.321
C 4.179 5.581 1.356
O 4.405 4.870 0.130
C 4.862 3.637 0.431
O 4.967 2.738 -0.347
O 5.169 3.548 1.740
H 4.716 4.781 3.333
H 6.106 5.279 2.335
H 3.128 5.474 1.628
H 4.420 6.630 1.216
C -4.659 -3.283 -0.730
C -5.400 -3.566 -2.023
O -6.223 -4.680 -1.655
C -6.399 -4.667 -0.314
O -7.161 -5.359 0.279
O -5.580 -3.752 0.259
H -4.448 -2.229 -0.568
H -3.734 -3.857 -0.651
H -6.044 -2.738 -2.321
H -4.751 -3.841 -2.849
*
```

natural (NBO) atomic charge list, values in e, 5 entries: C -0.66; C -0.07; O -0.51; C 0.34; O -0.49

=====

[5]
# C6H17NO

A 2-piece molecular cluster, C6H17NO overall in a non-equilibrium geometry (the ωB97M-V functional and the def2-TZVPD basis, the Open Molecules 2025 dataset).

Summary:
Kohn-Sham gap (spin up / spin down) ... 2.57 / 8.58 eV
<S²> ... 0.750
HOMO level (spin up / spin down) ... 1.006 / -5.100 eV
Energy above the lowest of the compared OMol25 structures with the same formula, charge and spin ... 224.8 kJ/mol

The geometry in ORCA input format:
```
! RIJCOSX wB97M-V def2-TZVPD def2/J DEFGRID3
* xyz -1 2
C 0.921 0.674 -0.868
N 0.349 -0.592 -0.494
C 1.131 -1.687 -0.044
C 1.764 -1.442 1.383
C -0.110 1.428 -1.702
C -1.186 2.134 0.587
C -1.421 1.738 -0.781
H 1.158 1.443 0.086
H 1.953 0.679 -1.345
H -0.434 -0.422 0.185
H 0.553 -2.541 0.008
H 2.015 -2.101 -0.715
H 2.191 -0.490 1.378
H 2.235 -2.367 1.725
H 0.984 -1.278 2.061
H -0.314 0.700 -2.639
H 0.217 2.339 -2.194
H -0.624 1.364 1.276
H -0.300 2.896 0.519
H -2.071 2.524 1.250
H -2.147 0.934 -0.833
H -1.822 2.715 -1.262
H -2.354 -2.889 1.275
H -1.068 -3.234 0.418
O -1.620 -2.524 0.724
*
```

natural (NBO) atomic charge list, values in e, 5 entries: C -0.21; N -0.67; C -0.25; C -0.69; C -0.40

=====

[6]
# C4H11NO

A 2-piece molecular cluster, C4H11NO overall in a non-equilibrium geometry (the ωB97M-V functional and the def2-TZVPD basis, the Open Molecules 2025 dataset).

Summary:
Kohn-Sham gap ... 6.88 eV
HOMO level ... -8.709 eV
Energy above the lowest of the compared OMol25 structures with the same formula, charge and spin ... 607.4 kJ/mol

The geometry in ORCA input format:
```
! RIJCOSX wB97M-V def2-TZVPD def2/J DEFGRID3
* xyz 0 1
C 2.127 0.040 0.543
N 0.717 0.405 0.737
C 0.008 1.026 -0.385
C -1.487 0.651 -0.263
C -1.640 -0.889 -0.460
O -1.383 -1.556 0.778
H 2.762 0.879 0.895
H 2.311 -0.174 -0.502
H 2.324 -0.897 1.091
H 0.189 -0.435 1.086
H 0.506 0.659 -1.326
H 0.222 2.107 -0.385
H -1.882 1.323 -1.040
H -1.816 1.023 0.713
H -2.562 -1.153 -0.998
H -0.792 -1.207 -1.074
H 0.396 -1.805 0.589
*
```

natural (NBO) atomic charge list, values in e, 5 entries: C -0.42; N -0.63; C -0.21; C -0.45; C -0.10